1.
Formula: C34H68ClN2O5
Source: the Open Molecules 2025 dataset
Level of theory: wB97M-V/def2-TZVPD

- Net charge: +1
- F_max: 0.012 Eh/bohr
- E: -2281.9015 hartree
- LUMO energy: -0.0970 Eh
- Frontier orbital gap: 7.9844 eV
- E_HOMO: -10.62 eV

Each line ends with the Löwdin charge.
Atoms and positions in Å:
C  -3.76971  -5.29536  -5.86391  -0.08
C  -2.84788  -4.20045  -6.40256  -0.24
C  -3.53383  -2.84739  -6.42866  -0.64
Cl  -2.52508  -1.62383  -7.21563  0.72
N  -3.88063  -2.38672  -5.07411  -0.05
C  -4.99401  -2.72951  -4.44127  -0.03
N  -4.96495  -2.16060  -3.23566  0.18
C  -3.80664  -1.42904  -3.08249  -0.19
C  -3.45107  -0.68864  -1.83863  -0.11
C  -2.65006  -1.55876  -0.85285  -0.13
C  -1.75018  -0.81363  0.11088  -0.23
C  -1.32504  0.49315  -0.07381  -0.05
C  -0.47430  1.09339  0.84191  -0.07
C  -0.04096  0.39596  1.95354  -0.07
C  -0.46221  -0.90799  2.15086  -0.06
C  -1.30445  -1.50574  1.23098  -0.05
C  -3.12580  -1.57475  -4.25396  0.02
H  -3.72321  -5.39634  -4.78027  0.08
H  -4.80089  -5.12047  -6.17961  0.06
H  -3.48210  -6.25493  -6.28716  0.09
H  -1.92003  -4.14031  -5.83370  0.12
H  -2.57852  -4.42344  -7.43472  0.11
H  -4.45168  -2.89164  -7.01167  0.11
H  -5.77503  -3.34886  -4.84838  0.17
H  -5.68735  -2.26436  -2.53919  0.19
H  -2.90669  0.20516  -2.13193  0.11
H  -4.37086  -0.35380  -1.35414  0.13
H  -3.36057  -2.13360  -0.25567  0.12
H  -2.04918  -2.27611  -1.41656  0.12
H  -1.64715  1.06920  -0.93182  0.10
H  -0.14272  2.11281  0.69685  0.11
H  0.60659  0.86339  2.68420  0.10
H  -0.13409  -1.47602  3.01043  0.11
H  -1.62519  -2.52954  1.38980  0.11
H  -2.16987  -1.15390  -4.50811  0.13
C  -6.82166  -3.37536  -9.57724  -0.08
C  -6.19276  -4.75424  -9.46568  -0.28
O  -6.64569  -5.50988  -8.35447  -0.18
C  -8.03626  -5.80909  -8.34040  -0.28
C  -8.50112  -6.63183  -9.52786  -0.07
H  -6.71603  -2.82546  -8.63878  0.07
H  -6.33524  -2.80712  -10.37006  0.08
H  -7.88417  -3.42711  -9.81435  0.07
H  -5.11451  -4.65876  -9.31938  0.11
H  -6.33405  -5.31339  -10.39553  0.11
H  -8.62535  -4.88886  -8.25705  0.11
H  -8.18984  -6.37122  -7.41923  0.12
H  -8.44812  -6.07273  -10.46270  0.07
H  -9.53854  -6.93292  -9.38453  0.08
H  -7.88959  -7.52829  -9.63338  0.09
C  3.66960  4.16069  5.22275  -0.07
C  2.79479  3.77879  4.04401  -0.27
O  1.52873  3.24233  4.40721  -0.17
C  0.69904  4.11197  5.15696  -0.28
C  0.35357  5.39904  4.42894  -0.07
H  3.77170  3.31970  5.90952  0.09
H  4.66180  4.43648  4.86659  0.07
H  3.26666  5.00874  5.77893  0.07
H  3.28160  2.98921  3.47009  0.11
H  2.66995  4.63555  3.37236  0.11
H  1.15721  4.33711  6.12642  0.11
H  -0.20728  3.54024  5.35959  0.12
H  1.23588  6.02656  4.29297  0.05
H  -0.37553  5.97238  5.00289  0.08
H  -0.06564  5.18597  3.44437  0.08
C  5.91136  8.68542  4.48425  -0.08
C  5.00721  8.39081  3.29945  -0.28
O  3.70759  7.95721  3.66028  -0.17
C  2.93702  8.87870  4.41226  -0.28
C  2.64856  10.18571  3.69384  -0.08
H  5.93601  7.83329  5.16492  0.08
H  6.92546  8.88426  4.13660  0.08
H  5.57946  9.55862  5.04723  0.07
H  5.42227  7.56972  2.71414  0.11
H  4.95293  9.26044  2.63470  0.11
H  3.40475  9.07207  5.38428  0.11
H  2.00068  8.35624  4.61163  0.11
H  3.54885  10.78602  3.55618  0.07
H  1.94240  10.77990  4.27421  0.08
H  2.21822  9.99221  2.71042  0.08
C  7.24451  3.39260  2.22853  -0.08
C  7.38923  2.94171  3.67246  -0.28
O  6.33623  2.10886  4.12306  -0.17
C  6.18024  0.88109  3.43632  -0.29
C  7.38642  -0.03816  3.52992  -0.08
H  6.26394  3.84386  2.06769  0.08
H  8.01129  4.13068  1.99162  0.08
H  7.35573  2.56505  1.52647  0.07
H  7.36059  3.80876  4.33307  0.11
H  8.35944  2.45639  3.82675  0.11
H  5.91504  1.05642  2.38663  0.11
H  5.31822  0.40712  3.90690  0.12
H  8.24869  0.35964  2.99317  0.07
H  7.14770  -1.00945  3.09549  0.08
H  7.67370  -0.18287  4.57191  0.08
C  1.10181  -6.71520  1.90924  -0.08
C  1.25567  -5.25928  2.31503  -0.28
O  0.07650  -4.68085  2.84818  -0.18
C  -0.42236  -5.28144  4.03308  -0.28
C  0.54081  -5.22814  5.20607  -0.08
H  0.24761  -6.83679  1.24142  0.08
H  2.00024  -7.05271  1.39210  0.08
H  0.95313  -7.36817  2.76987  0.07
H  1.49152  -4.65400  1.43912  0.12
H  2.09060  -5.14495  3.01475  0.11
H  -0.73219  -6.31450  3.83938  0.11
H  -1.32520  -4.71863  4.27208  0.12
H  1.42000  -5.85294  5.04460  0.07
H  0.04518  -5.58534  6.10879  0.08
H  0.87913  -4.20526  5.37601  0.08

2.
Formula: C5H5NO
Source: the Open Molecules 2025 dataset
Level of theory: wB97M-V/def2-TZVPD

- F_max: 0.064 Eh/bohr
- E: -323.3342 hartree
- LUMO energy: 0.0198 Eh
- Frontier orbital gap: 10.4599 eV
- E_HOMO: -9.92 eV
- Relative energy (zero: lowest compared OMol25 entry of this formula, charge and spin): 487.05 kJ/mol

Each line ends with the Löwdin charge.
Atoms and positions in Å:
N  2.35063  0.61072  -1.00051  0.15
C  1.91535  0.35173  0.04962  -0.14
C  0.84921  -0.54865  0.55657  -0.31
O  -0.12833  -0.35955  1.56641  -0.02
C  -1.16766  -0.38653  0.58459  -0.17
C  -1.03332  0.79825  -0.27582  -0.08
C  -0.10125  -0.35665  -0.60356  -0.13
H  1.27987  -1.55157  0.66447  0.16
H  -2.06519  -0.92710  0.88291  0.15
H  -1.84912  0.88013  -0.99797  0.12
H  -0.67397  1.75338  0.10752  0.12
H  0.62376  -0.26416  -1.53423  0.16

3.
Formula: H5N2O2P
Source: the Open Molecules 2025 dataset
Level of theory: wB97M-V/def2-TZVPD

- F_max: 0.080 Eh/bohr
- E: -604.3480 hartree
- SMILES: N=P(N)(O)O
- LUMO energy: 0.0096 Eh
- Frontier orbital gap: 10.4525 eV
- E_HOMO: -10.19 eV
- Relative energy (zero: lowest compared OMol25 entry of this formula, charge and spin): 192.56 kJ/mol

Each line ends with the Löwdin charge.
Atoms and positions in Å:
N  0.88118  1.07981  1.12205  -0.16
N  0.57620  -1.29003  -0.32896  -0.08
O  0.83688  0.89876  -1.45965  -0.18
O  -1.83770  0.14239  -0.18272  -0.37
P  0.28066  0.32033  -0.04954  0.57
H  0.23689  1.21483  1.89353  -0.01
H  -0.08371  -1.87161  0.21478  0.07
H  0.46457  -1.58219  -1.28789  0.05
H  0.22097  1.61697  -1.70645  0.08
H  -2.26089  0.83891  0.45905  0.03

4.
Formula: C22H20F3N2O3PdS
Source: the Open Molecules 2025 dataset
Level of theory: wB97M-V/def2-TZVPD

- Net charge: -1
- F_max: 0.032 Eh/bohr
- E: -2011.3080 hartree
- LUMO energy (spin up / spin down): 0.0867 / 0.0867 Eh
- Frontier orbital gap (spin up / spin down): 7.6511 / 7.6505 eV
- E_HOMO (spin up / spin down): -5.29 / -5.29 eV
- Relative energy (zero: lowest compared OMol25 entry of this formula, charge and spin): 0.00 kJ/mol

Each line ends with the Löwdin charge.
Atoms and positions in Å:
Pd  -0.04622  0.12281  -0.11953  0.71
C  -6.13784  1.08683  0.83396  -0.08
C  -5.24971  1.89253  1.78170  -0.22
N  -3.99396  2.33189  1.18489  -0.14
C  -3.93211  3.68358  0.65143  -0.27
C  -4.33767  3.77987  -0.81927  -0.08
C  -2.95094  1.45529  1.08981  -0.69
S  -1.48783  2.04897  0.40637  0.75
N  -3.21503  0.24868  1.58076  0.09
C  -2.33527  -0.74243  1.74496  -0.44
O  -1.10311  -0.73594  1.56351  -0.11
C  -2.91657  -2.01965  2.26115  -0.13
C  -4.21681  -2.08654  2.75817  -0.03
C  -4.70538  -3.27139  3.28339  -0.10
C  -3.90219  -4.40347  3.31430  -0.10
C  -2.60975  -4.34650  2.80909  -0.08
C  -2.11775  -3.16074  2.28991  -0.01
H  -7.04875  0.77454  1.35010  0.07
H  -5.60012  0.20119  0.49934  0.07
H  -6.42574  1.67422  -0.03828  0.06
H  -5.01745  1.27951  2.65069  0.10
H  -5.78143  2.78461  2.11857  0.11
H  -2.91538  4.05087  0.76105  0.06
H  -4.58806  4.31042  1.25936  0.11
H  -3.72228  3.10729  -1.41614  0.07
H  -4.18646  4.80032  -1.17603  0.07
H  -5.38787  3.51986  -0.95891  0.06
H  -4.83227  -1.19883  2.72277  0.09
H  -5.71369  -3.31243  3.67763  0.09
H  -4.28218  -5.32755  3.73307  0.09
H  -1.98478  -5.23054  2.83152  0.10
H  -1.11100  -3.09724  1.89625  0.12
F  5.08349  -6.38375  3.93056  0.12
C  5.63121  -5.83673  2.81580  -0.57
F  6.03346  -6.86645  2.04042  0.12
F  6.75745  -5.20667  3.23519  0.12
C  4.69283  -4.91322  2.11800  -0.15
C  4.30413  -5.14240  0.80557  -0.02
C  3.43163  -4.26841  0.18197  -0.03
C  2.92879  -3.15158  0.85992  -0.26
C  3.33715  -2.93567  2.18611  -0.02
C  4.20736  -3.80583  2.80952  -0.02
C  2.01528  -2.24705  0.25231  -0.17
C  1.18348  -1.52788  -0.27230  -0.08
H  4.68465  -6.00413  0.27463  0.11
H  3.12370  -4.44188  -0.84003  0.11
H  2.94942  -2.07387  2.71187  0.12
H  4.51438  -3.63614  3.83398  0.12
O  0.10760  1.02620  -2.25964  -0.15
C  1.00085  1.79122  -1.83429  -0.65
O  1.50431  1.73939  -0.69255  -0.15
H  1.37017  2.57579  -2.52254  0.11

5.
Formula: C48H84N12
Source: the Open Molecules 2025 dataset
Level of theory: wB97M-V/def2-TZVPD

- F_max: 0.095 Eh/bohr
- E: -2536.2143 hartree
- SMILES: CCCC#N.CCCC#N.CCCC#N.CCCC#N.CCCC#N.CCCC#N.CCCC#N.CCCC#N.CCCC#N.CCCC#N.CCCC#N.CCCC#N
- LUMO energy: 0.0079 Eh
- Frontier orbital gap: 11.2945 eV
- E_HOMO: -11.08 eV
- Relative energy (zero: lowest compared OMol25 entry of this formula, charge and spin): 446.80 kJ/mol

Each line ends with the Löwdin charge.
Atoms and positions in Å:
C  -2.10870  -3.98895  -6.28884  -0.10
C  -1.97221  -3.82370  -4.75281  -0.25
C  -2.74398  -2.67804  -4.15328  -0.22
C  -4.14118  -2.87917  -4.00505  -0.25
N  -5.29253  -2.94743  -3.88361  0.16
H  -1.33170  -4.48153  -6.87343  0.07
H  -2.23762  -3.01760  -6.76628  0.07
H  -2.97417  -4.63049  -6.45459  0.07
H  -0.89614  -3.68057  -4.65440  0.09
H  -2.12637  -4.79126  -4.27514  0.12
H  -2.60590  -1.72562  -4.66505  0.12
H  -2.48610  -2.55205  -3.10174  0.09
C  -7.47194  4.51341  2.79241  -0.11
C  -8.38208  4.25305  1.58334  -0.25
C  -7.51891  4.09955  0.32442  -0.20
C  -6.41427  3.12275  0.45921  -0.21
N  -5.52144  2.37951  0.60217  0.14
H  -6.62450  5.16954  2.59380  0.08
H  -7.02466  3.57046  3.10689  0.06
H  -8.10849  4.83947  3.61495  0.07
H  -9.08895  5.06564  1.41565  0.11
H  -8.99096  3.37893  1.81415  0.11
H  -7.15601  5.11089  0.14106  0.12
H  -8.08544  3.91772  -0.58886  0.10
C  1.54559  6.11808  4.57088  -0.11
C  2.80619  5.74446  3.84072  -0.27
C  2.56744  4.81213  2.69571  -0.22
C  1.76022  5.42796  1.67655  -0.23
N  1.12023  5.96977  0.86722  0.15
H  0.80762  6.72814  4.05000  0.08
H  1.56094  6.62356  5.53646  0.07
H  0.98850  5.22546  4.85546  0.07
H  3.51816  5.17088  4.43420  0.11
H  3.30431  6.65506  3.50784  0.12
H  2.08195  3.94969  3.15246  0.12
H  3.52346  4.53276  2.25291  0.12
C  -0.44453  -0.45984  -0.21728  -0.11
C  0.32536  -0.83355  1.05003  -0.23
C  1.10151  0.33873  1.66887  -0.20
C  2.35633  0.87906  1.08413  -0.22
N  3.34923  1.33607  0.60183  0.12
H  -1.28634  0.22047  -0.08837  0.07
H  -0.87977  -1.32125  -0.72387  0.05
H  0.21424  -0.06825  -0.99238  0.06
H  1.07711  -1.55849  0.73788  0.10
H  -0.42243  -1.19314  1.75687  0.10
H  1.47752  0.13452  2.67137  0.09
H  0.54968  1.27681  1.60889  0.11
C  6.63431  -0.04753  -1.69684  -0.12
C  7.97618  0.59231  -1.63539  -0.25
C  7.94037  2.07427  -2.07575  -0.20
C  7.39296  2.55909  -3.35907  -0.22
N  6.96461  2.92468  -4.38992  0.12
H  6.18628  0.02709  -2.68770  0.07
H  5.87436  0.45174  -1.09576  0.06
H  6.70686  -1.08764  -1.37903  0.06
H  8.72158  0.10345  -2.26270  0.11
H  8.36891  0.60375  -0.61866  0.11
H  8.80278  2.68124  -1.80020  0.11
H  7.17512  2.50744  -1.43167  0.11
C  1.10761  2.04138  -3.77656  -0.10
C  2.34172  1.70197  -4.62213  -0.25
C  2.16463  1.73931  -6.16224  -0.17
C  1.53633  2.99541  -6.69613  -0.22
N  1.11611  3.96402  -7.18372  0.13
H  0.48552  2.66252  -4.42098  0.06
H  1.34655  2.67975  -2.92597  0.07
H  0.58929  1.15245  -3.41703  0.06
H  2.47421  0.63914  -4.41978  0.08
H  3.20057  2.23820  -4.21848  0.11
H  1.63099  0.87746  -6.56292  0.11
H  3.20041  1.79525  -6.49713  0.11
C  2.65221  -2.54753  -3.21529  -0.10
C  2.89092  -3.78880  -2.34020  -0.26
C  1.88429  -4.95104  -2.62245  -0.17
C  1.95631  -5.93515  -1.49534  -0.21
N  2.08337  -6.67592  -0.60027  0.13
H  2.69647  -2.78305  -4.27862  0.07
H  3.38642  -1.77613  -2.98295  0.07
H  1.64532  -2.19681  -2.98886  0.06
H  2.68876  -3.49091  -1.31136  0.09
H  3.91679  -4.12221  -2.49676  0.11
H  2.16063  -5.31687  -3.61134  0.12
H  0.85937  -4.58787  -2.69833  0.10
C  6.05355  -1.95135  2.47861  -0.07
C  4.73660  -2.59692  1.80660  -0.21
C  4.91719  -4.02398  1.31395  -0.21
C  5.83818  -4.10423  0.26183  -0.28
N  6.54888  -4.19921  -0.61660  0.17
H  5.96293  -0.86941  2.57489  0.06
H  7.01971  -2.22200  2.05270  0.06
H  6.15871  -2.31105  3.50216  0.05
H  4.45907  -2.03640  0.91390  0.09
H  3.92709  -2.60818  2.53643  0.09
H  3.95808  -4.29610  0.87333  0.11
H  5.19239  -4.74290  2.08564  0.13
C  -3.98803  -0.63730  4.62007  -0.12
C  -4.13611  0.48117  3.66635  -0.29
C  -3.24097  1.63290  4.13945  -0.17
C  -1.83070  1.33358  4.40678  -0.24
N  -0.75849  1.09594  4.65650  0.16
H  -4.68096  -1.45004  4.40234  0.08
H  -4.17439  -0.10266  5.55148  0.08
H  -2.96619  -1.01644  4.63318  0.08
H  -5.16664  0.81132  3.53552  0.11
H  -3.88030  0.06739  2.69093  0.09
H  -3.69856  2.03257  5.04441  0.12
H  -3.14138  2.41640  3.38823  0.12
C  -6.52460  -3.84931  -0.22592  -0.10
C  -5.82680  -3.45187  1.05158  -0.24
C  -4.44584  -2.77571  0.81713  -0.20
C  -3.49988  -3.38234  -0.08971  -0.21
N  -2.73749  -3.86834  -0.84058  0.16
H  -7.51581  -3.42248  -0.37896  0.08
H  -6.61202  -4.93573  -0.23846  0.08
H  -5.91058  -3.62631  -1.09846  0.05
H  -5.55364  -4.24249  1.75045  0.11
H  -6.49748  -2.79317  1.60333  0.10
H  -3.92909  -2.68314  1.77237  0.11
H  -4.51880  -1.74028  0.48446  0.11
C  -3.24132  1.94391  -3.95772  -0.12
C  -3.74378  1.04102  -2.89881  -0.25
C  -5.28144  1.01144  -2.74424  -0.17
C  -6.03199  2.30998  -2.87857  -0.21
N  -6.60223  3.31627  -2.99817  0.14
H  -3.13096  2.99223  -3.68027  0.08
H  -3.97337  2.03548  -4.76011  0.08
H  -2.35718  1.60757  -4.49924  0.07
H  -3.30408  1.21739  -1.91715  0.10
H  -3.40798  0.04625  -3.19165  0.08
H  -5.59604  0.43394  -1.87497  0.10
H  -5.79084  0.38893  -3.47985  0.11
C  4.24398  0.22402  5.54055  -0.11
C  4.25573  -1.11809  6.30838  -0.23
C  2.82584  -1.73489  6.47585  -0.17
C  1.99423  -2.02604  5.27534  -0.20
N  1.32516  -2.33394  4.35489  0.14
H  5.27651  0.57243  5.51645  0.07
H  3.67834  1.05552  5.96096  0.08
H  4.00231  0.03351  4.49489  0.05
H  4.77089  -0.83985  7.22777  0.10
H  4.92495  -1.82467  5.81746  0.09
H  2.20674  -1.22256  7.21228  0.12
H  2.96151  -2.69986  6.96425  0.11

6.
Formula: C4H7ClN2
Source: the Open Molecules 2025 dataset
Level of theory: wB97M-V/def2-TZVPD

- F_max: 0.126 Eh/bohr
- E: -726.1528 hartree
- SMILES: N#CCCCNCl
- LUMO energy (spin up / spin down): -0.0261 / -0.0261 Eh
- Frontier orbital gap (spin up / spin down): 8.6513 / 8.6511 eV
- E_HOMO (spin up / spin down): -9.36 / -9.36 eV
- Relative energy (zero: lowest compared OMol25 entry of this formula, charge and spin): 492.98 kJ/mol

Each line ends with the Löwdin charge.
Atoms and positions in Å:
C  2.46661  0.63151  0.22296  -0.22
C  1.08192  1.25309  -0.03126  -0.19
C  0.18687  0.15035  -0.32944  -0.22
C  -0.21250  -1.18074  0.40995  -0.22
N  3.47577  0.13603  0.42973  0.13
N  0.84222  -2.08593  0.93053  -0.31
Cl  2.32663  -2.31994  2.26209  0.32
H  1.07997  1.80248  0.90616  0.12
H  1.05911  2.02363  -0.68467  0.08
H  -0.86154  0.70599  -0.53794  0.16
H  0.30988  -0.08374  -1.39110  0.11
H  -0.98222  -1.23711  1.11025  0.08
H  -0.41086  -1.82255  -0.48140  0.13
H  1.37943  -2.15314  0.08009  0.01

Which formula does entry 3 have? H5N2O2P

E of number 6 (C4H7ClN2)? -726.1528 hartree